(1)
A single C4H8O2 molecule. Source: OMol25; level of theory: the ωB97M-V functional and the def2-TZVPD basis.

Computed properties:
- Net charge: 0
- Structure (SMILES): COCC(C)=O
- Multiplicity: 1
- M: 88.1 g mol⁻¹

XYZ file:
```
14
Properties=species:S:1:pos:R:3:forces:R:3
C -2.04492 0.53863 -0.03244 -0.2 0.1 -0.1
O -0.97097 0.17459 0.81318 0.1 -0.1 0.1
C -0.21316 -0.92035 0.36378 0.1 -0.3 -0.1
C 1.25548 -0.66000 0.06307 0.4 -0.4 -0.1
C 1.81459 0.69286 -0.29709 0.0 0.0 0.0
O 1.97683 -1.63438 0.13547 0.0 0.4 -0.2
H -2.72119 -0.30859 -0.21649 0.1 0.1 0.1
H -2.61079 1.32691 0.47232 0.2 -0.1 0.0
H -1.70219 0.92710 -1.00386 0.0 -0.1 0.2
H -0.09566 -1.72808 1.09885 -0.7 0.3 0.2
H -0.66858 -1.38712 -0.52025 0.1 0.1 0.0
H 2.55655 0.96650 0.46065 -0.1 0.0 -0.1
H 1.06520 1.48151 -0.37252 0.0 -0.1 0.0
H 2.34969 0.57962 -1.24449 -0.1 0.1 0.1
```
Forces are in eV/Å.

***

(2)
A molecular structure, C30H29N8O5SSeY. Source: OMol25; level of theory: the ωB97M-V functional and the def2-TZVPD basis.

Computed properties:
- Net charge: 0
- Multiplicity: 1
- M: 781.5 g mol⁻¹

XYZ file:
```
75
Properties=species:S:1:pos:R:3:forces:R:3
Y 1.26747 -0.14806 -0.10991 0.3 -0.6 -0.2
O 4.24765 2.94923 0.75249 0.0 0.0 0.0
C 3.61399 1.97872 0.34930 0.1 0.0 0.0
N 2.43829 1.53328 0.82163 0.2 0.4 0.0
C 1.91456 2.33780 1.90500 0.1 0.0 0.0
C 0.75698 1.65668 2.58494 0.1 0.2 0.0
C -0.10853 2.40203 3.38352 0.0 -0.2 0.0
C -1.15265 1.76065 4.01592 0.0 0.0 0.0
C -1.30260 0.38899 3.84460 0.1 0.0 0.0
C -0.41576 -0.26883 3.01954 0.0 0.0 0.1
N 0.59513 0.34565 2.38854 0.1 0.1 -0.2
C 4.19221 1.15212 -0.78634 0.0 0.1 0.1
C 5.35041 1.58270 -1.41327 0.0 -0.1 0.0
C 5.87216 0.81467 -2.43892 0.0 0.0 0.0
C 5.22107 -0.35539 -2.79914 0.0 0.0 0.0
C 4.06837 -0.70802 -2.12250 0.0 -0.1 0.0
N 3.55660 0.02731 -1.13391 0.0 0.2 0.0
H 2.69962 2.54412 2.64631 -0.1 0.0 0.0
H 1.60014 3.32809 1.55018 0.0 -0.1 0.0
H 0.03647 3.46879 3.47701 0.0 0.0 0.0
H -1.85328 2.31882 4.62246 0.0 0.0 0.0
H -2.11223 -0.15346 4.30902 0.0 0.0 0.0
H -0.52684 -1.32425 2.81356 0.0 0.0 0.0
H 5.80289 2.50225 -1.07489 0.0 0.0 0.0
H 6.77309 1.12249 -2.95200 0.0 0.0 0.0
H 5.58942 -0.98702 -3.59362 0.0 0.0 0.0
H 3.52886 -1.61203 -2.38154 0.0 0.0 0.0
O -5.13931 2.60753 -1.70053 0.0 -0.1 0.0
C -4.59443 3.02732 -0.65321 -0.1 0.0 -0.1
O -4.96749 3.83391 0.19785 0.0 0.1 0.1
C -3.21905 2.40691 -0.43287 0.0 -0.1 0.1
C -2.04319 3.12207 -0.62504 0.0 0.0 0.0
C -0.82874 2.47085 -0.53460 0.1 0.1 0.0
N -0.72013 1.17404 -0.24140 -0.2 0.0 0.1
C -1.85596 0.48067 -0.01812 -0.1 0.1 0.1
C -3.10215 1.05482 -0.10379 0.1 0.0 0.0
C -1.69348 -0.99918 0.27656 0.0 0.2 0.1
O -2.67803 -1.71160 0.42040 0.1 0.0 0.3
O -0.47419 -1.40427 0.32336 -0.5 -0.2 0.0
H -2.07680 4.17518 -0.86554 0.0 0.0 0.0
H 0.10298 2.99545 -0.71977 0.0 0.0 0.0
H -3.97871 0.44080 0.05071 0.0 0.0 0.0
C -0.50728 -4.53511 1.06580 0.1 -0.1 0.0
N 0.52799 -3.96390 1.91764 0.1 0.1 0.0
C 0.50070 -3.95601 3.29208 0.1 0.1 0.2
C 1.59322 -3.27839 3.71169 -0.2 -0.1 0.1
N 2.27579 -2.88165 2.58592 0.0 0.0 0.0
C 3.49892 -2.09763 2.57486 0.0 0.1 0.0
C 1.61781 -3.29711 1.48589 -0.2 -0.1 -0.3
Se 2.11853 -3.01854 -0.28375 0.3 -0.2 0.1
H -1.09051 -5.22584 1.67052 0.0 0.0 0.0
H -0.03312 -5.07027 0.24617 0.0 0.0 0.0
H -1.13857 -3.73963 0.68009 -0.1 0.1 0.0
H -0.28445 -4.43574 3.84477 0.0 0.0 0.0
H 1.94225 -3.04472 4.69937 0.0 0.0 0.1
H 4.00389 -2.23477 3.52839 0.0 0.0 0.0
H 3.26810 -1.03740 2.43757 0.0 -0.1 0.0
H 4.13292 -2.44261 1.76014 0.0 0.0 0.0
C -3.87120 -1.98874 -2.23408 -0.2 0.0 -0.1
C -3.04199 -0.85591 -2.72698 -0.1 0.0 -0.1
C -3.52318 0.33887 -3.18003 0.1 -0.2 -0.1
C -2.59647 1.32487 -3.56339 -0.1 0.0 0.0
N -1.27909 1.14365 -3.47474 0.1 -0.1 0.0
C -0.81956 -0.01634 -3.02166 0.0 0.0 -0.1
S 0.86513 -0.34743 -2.88420 0.0 0.2 0.0
N -1.69263 -0.99823 -2.67521 -0.1 -0.1 0.0
C -3.08339 2.62943 -4.07958 0.0 0.1 0.1
H -4.89622 -1.87567 -2.57539 0.0 0.0 0.0
H -3.85089 -1.99345 -1.14086 0.0 0.0 -0.2
H -3.47871 -2.94322 -2.58684 0.0 0.0 0.0
H -4.58226 0.54338 -3.19789 0.0 0.0 0.0
H -1.28674 -1.85291 -2.31132 0.0 0.0 0.0
H -3.76407 3.06593 -3.33652 0.0 -0.1 -0.1
H -3.66563 2.46700 -4.98734 0.0 0.0 0.0
H -2.24410 3.28623 -4.29313 0.0 0.0 0.0
```
Forces are in eV/Å.

***

(3)
8 unconnected molecules or ions with the total composition C14H47N3O8 in a non-equilibrium geometry. Source: OMol25; level of theory: the ωB97M-V functional and the def2-TZVPD basis.

Computed properties:
- Net charge: 0
- Structure (SMILES): COC[C@H](C)N.COC[C@H](C)N.COC[C@H](C)N.CCO.O.O.O.O
- Multiplicity: 1
- M: 385.5 g mol⁻¹

XYZ file:
```
72
Properties=species:S:1:pos:R:3:forces:R:3
C 7.31122 18.07667 15.64326 0.8 -0.4 0.3
O 8.15961 18.97594 14.98166 0.5 1.9 0.4
C 8.88619 19.81911 15.98266 0.1 -1.7 -1.8
C 9.93090 20.80242 15.37623 -1.1 0.6 -0.1
C 10.65240 21.42694 16.57546 -0.6 0.5 -0.3
N 9.36120 21.93586 14.53953 0.8 -0.8 0.6
H 7.89998 17.57187 16.40918 -0.1 -0.1 0.5
H 7.05610 17.26588 14.96089 -0.5 0.4 -0.2
H 6.47251 18.58776 16.11595 -0.3 -0.2 -0.2
H 8.15827 20.30000 16.63609 0.0 0.3 -0.1
H 9.37719 19.01187 16.52615 0.5 0.5 0.6
H 10.70657 20.31244 14.78771 -0.5 -0.4 -0.3
H 11.46179 22.07738 16.24392 0.0 -0.1 0.0
H 11.02422 20.72019 17.31731 -0.1 -0.1 -0.2
H 9.88111 22.05157 17.02606 0.2 0.2 0.5
H 8.90045 22.64895 15.08663 0.0 -0.1 0.3
H 8.73153 21.68553 13.79057 0.1 -0.6 0.1
C 14.37640 20.82671 13.00870 -0.1 1.7 0.0
O 13.96626 22.22533 12.85540 0.3 -0.5 0.2
C 14.64874 23.16404 13.70551 -0.6 0.1 0.4
C 14.96618 24.45811 12.91819 1.2 0.4 -0.1
C 15.70288 25.55812 13.69157 -0.4 -0.3 1.0
N 13.85458 25.05290 12.19510 -0.4 -0.8 0.1
H 15.43733 20.84690 12.75945 0.1 -0.7 0.1
H 13.78673 20.20586 12.33421 0.1 0.3 -0.1
H 14.17712 20.45667 14.01441 0.2 0.1 0.2
H 14.02689 23.33391 14.58446 -0.7 0.5 0.0
H 15.51426 22.77002 14.23816 0.7 -0.4 -0.8
H 15.67750 24.17210 12.14339 0.0 -0.4 -0.2
H 15.97000 26.43839 13.10687 0.0 -0.4 -0.5
H 16.59279 25.17726 14.19266 0.1 0.0 -0.1
H 15.07579 25.96479 14.48497 -0.2 -0.1 0.2
H 13.14444 25.34189 12.85259 -0.1 0.4 0.4
H 13.41803 24.23559 11.79319 -0.4 -0.1 -0.7
C 11.61714 11.29766 10.72211 -0.7 -0.2 -0.5
O 12.38129 12.31775 11.28410 0.1 0.2 1.7
C 12.67001 13.45133 10.53732 1.8 -0.5 -1.5
C 13.52717 14.58333 11.18961 -2.4 0.7 0.0
C 14.55468 14.17217 12.15944 1.2 -1.6 -0.2
N 12.66926 15.56136 11.89613 -0.5 0.1 -0.2
H 10.71587 11.67916 10.24226 -0.6 0.2 0.6
H 11.43856 10.56771 11.51165 -0.4 0.3 0.0
H 11.99238 10.71719 9.87929 1.3 0.2 -0.1
H 13.31751 13.06559 9.74989 0.3 0.1 -0.7
H 11.82237 13.87530 9.99893 -0.5 0.2 0.3
H 13.96199 15.05206 10.30681 0.1 0.4 0.1
H 14.10719 13.51382 12.90404 0.1 0.1 0.2
H 15.13972 14.95539 12.64153 -0.5 0.2 -0.2
H 15.25130 13.58043 11.56558 0.4 -0.4 0.4
H 11.98078 15.96715 11.27852 0.0 0.2 -0.6
H 12.05758 15.03501 12.50351 0.1 -0.3 0.6
C 13.54863 18.24859 10.02555 1.7 1.1 2.1
C 12.64002 17.96012 8.92582 0.8 -1.3 -0.9
O 11.43095 18.61427 9.13259 -0.9 0.3 0.1
H 13.75555 19.30684 10.18487 0.1 0.2 -0.4
H 14.50534 17.73058 9.95860 0.0 0.0 -0.4
H 13.19213 17.95236 11.01209 -0.4 -0.3 -0.2
H 12.61094 16.87096 8.95712 -1.1 -0.5 -0.3
H 13.08293 18.15160 7.94844 0.0 0.5 -0.1
H 10.95561 18.77716 8.31460 0.0 -0.1 0.0
O 12.07618 15.95250 15.48211 0.0 -0.6 0.5
H 11.54973 15.24531 15.10932 -0.1 -0.2 0.1
H 12.09480 16.62328 14.79951 0.0 0.7 -0.2
O 11.24339 19.57186 11.77485 0.0 0.3 0.4
H 11.24606 19.35434 10.84270 0.0 -0.3 -0.8
H 11.10971 20.51935 11.79980 -0.1 0.4 0.3
O 12.35014 17.86827 13.55903 0.2 0.2 0.8
H 12.03212 18.53343 12.94857 -0.4 0.5 -0.2
H 12.57681 17.12201 13.00410 0.5 -0.7 -0.5
O 8.67910 18.34025 12.30768 -0.3 -0.4 -0.7
H 9.61287 18.55070 12.30448 0.3 0.2 0.0
H 8.39807 18.50929 13.20694 0.0 0.2 0.5
```
Forces are in eV/Å.

***

(4)
5 unconnected molecules or ions with the total composition C4H21N2O4S2 in a non-equilibrium geometry. Source: OMol25; level of theory: the ωB97M-V functional and the def2-TZVPD basis.

Computed properties:
- Net charge: +1
- Multiplicity: 1
- M: 225.4 g mol⁻¹

XYZ file:
```
33
Properties=species:S:1:pos:R:3:forces:R:3
N -2.16778 -0.34308 0.39248 1.6 -1.5 -0.8
C -2.01430 0.53762 1.63839 -0.6 -2.4 2.4
C -1.03509 1.71892 1.57501 -1.5 3.3 -1.5
S 0.67445 1.57678 2.19371 -0.3 0.2 0.4
S 1.47329 -0.11479 1.42170 0.1 -0.4 -0.4
C 2.59845 0.21803 -0.00533 -0.3 0.0 1.0
C 2.10634 0.02193 -1.35742 -4.0 -1.6 -3.3
N 1.67194 -1.45959 -1.70434 2.9 0.8 -0.2
H -3.09406 -0.50937 0.00058 -0.6 -0.1 1.2
H -1.68349 -1.33760 0.52424 -0.7 1.8 -0.6
H -1.81829 0.06801 -0.49081 1.0 0.3 0.5
H -1.71795 -0.19900 2.48718 0.3 1.0 -1.6
H -3.05206 0.63136 2.04834 0.7 1.2 -0.9
H -1.53947 2.70923 2.09050 1.4 -2.7 -0.7
H -0.89630 2.15954 0.51918 -0.8 -1.2 1.4
H 3.29826 -0.55851 0.10839 1.3 -1.0 0.7
H 3.14508 1.12713 0.07911 0.2 1.0 0.5
H 1.05137 0.54782 -1.50465 2.4 -0.5 0.0
H 2.84463 0.26461 -2.15774 -0.6 0.3 0.7
H 1.17309 -1.76648 -0.89490 -0.4 -0.6 0.6
H 2.55290 -2.08777 -1.80503 -1.9 1.5 0.4
H 0.16911 2.65042 -2.28526 -1.3 0.1 2.0
H 0.55630 2.59875 -0.85485 1.4 0.0 1.3
O -0.23616 2.65869 -1.34648 0.0 0.0 -3.4
H -1.13494 -1.82904 -2.62232 -1.4 5.4 -1.8
H -0.04090 -2.72052 -2.67117 -3.1 -0.3 1.6
O -1.04440 -2.64656 -2.30095 4.4 -5.0 0.0
H -0.01242 -3.19797 0.90444 1.2 -0.7 1.0
H -0.83186 -3.58693 -0.36415 0.1 0.3 0.0
O -0.72400 -2.95043 0.35560 -1.5 0.8 -0.6
H -2.55172 0.93221 -3.31198 1.3 -1.2 2.1
H -3.00230 -0.30142 -2.70042 -1.3 -1.7 0.1
O -2.27548 0.26997 -2.56643 -0.1 2.7 -2.1
```
Forces are in eV/Å.

***

Number 1: gap between HOMO and LUMO 10.426 eV. Number 2: gap between HOMO and LUMO 7.714 eV. Number 3: gap between HOMO and LUMO 9.679 eV. Number 4: gap between HOMO and LUMO 9.310 eV.